ORCA calculation (wB97M-V/def2-TZVPD) on a single C3H6O2 molecule.

Last column: Löwdin charge in e.
CARTESIAN COORDINATES (ANGSTROEM)
O: 1.694 -0.198 0.588  0.034
C: 0.984 0.696 0.119  -0.228
C: -0.472 0.775 0.369  -0.105
C: -0.716 -0.496 -0.515  -0.241
O: -0.027 -1.635 0.021  -0.157
H: 1.414 1.314 -0.675  0.137
H: -0.776 0.578 1.400  0.127
H: -0.930 1.700 -0.007  0.119
H: -1.509 -1.207 -0.209  0.142
H: -0.513 -0.269 -1.594  0.126
H: 0.851 -1.259 0.503  0.046

Gap between HOMO and LUMO (eV): 10.2
SMILES: O=CCCO
M (Da): 74.08
HOMO (eV): -9.660


ORCA calculation (wB97M-V/def2-TZVPD) on C3H3FO as an isolated structure.

Last column: Löwdin charge in e.
CARTESIAN COORDINATES (ANGSTROEM)
C: 0.156 -0.263 0.791  0.053
C: 0.137 0.740 -0.312  -0.403
C: -0.356 -1.149 -0.096  0.015
O: -0.372 -0.210 -1.177  0.006
F: -0.455 1.972 -0.154  0.040
H: 0.579 -0.128 1.707  0.070
H: 1.121 1.046 -0.669  0.156
H: -0.810 -2.007 -0.090  0.063

Gap between HOMO and LUMO (eV): 10.5
M (Da): 74.05
HOMO (eV): -9.656


ORCA calculation (wB97M-V/def2-TZVPD) on a single C6H11NO4 molecule.

Last column: Löwdin charge in e.
CARTESIAN COORDINATES (ANGSTROEM)
O: 4.387 -0.004 0.749  0.077
C: 3.482 -0.790 0.929  -0.325
O: 2.181 -0.542 0.667  -0.047
C: 1.903 -0.036 -0.655  -0.167
C: 1.016 1.193 -0.572  -0.169
C: -0.468 0.869 -0.551  -0.196
C: -0.912 0.098 0.679  -0.193
N: -2.377 -0.049 0.767  0.059
C: -2.893 -1.066 -0.036  -0.574
O: -2.257 -1.767 -0.784  0.116
O: -4.227 -1.313 0.193  0.088
H: 3.675 -1.787 1.336  0.142
H: 2.839 0.243 -1.129  0.118
H: 1.457 -0.832 -1.243  0.133
H: 1.217 1.797 -1.453  0.116
H: 1.331 1.765 0.295  0.124
H: -1.031 1.804 -0.585  0.112
H: -0.723 0.334 -1.461  0.113
H: -0.609 0.637 1.571  0.123
H: -0.468 -0.887 0.718  0.118
H: -2.799 0.844 0.551  0.128
H: -4.724 -0.512 0.013  0.103

Gap between HOMO and LUMO (eV): 10.5
SMILES: O=COCCCCNC(=O)O
M (Da): 161.16
HOMO (eV): -10.071


ORCA calculation (wB97M-V/def2-TZVPD) on a 2-piece molecular cluster, C10H16O overall.

Last column: Löwdin charge in e.
CARTESIAN COORDINATES (ANGSTROEM)
C: 2.510 -0.955 -1.230  -0.195
C: 1.379 -1.833 -1.796  -0.062
C: 1.986 0.031 -0.315  -0.185
C: 1.836 1.333 -0.633  0.029
C: 1.386 -0.462 0.952  0.056
C: 1.242 2.307 0.213  0.062
C: 0.910 0.465 1.816  0.049
C: 0.981 1.861 1.465  -0.251
O: 0.157 2.506 2.318  0.147
H: 3.317 -1.687 -0.840  0.168
H: 2.964 -0.425 -2.196  0.164
H: 0.768 -1.226 -2.494  0.105
H: 1.904 1.688 -1.617  0.123
H: 1.480 -1.553 0.982  0.138
H: 0.980 3.385 -0.112  0.180
H: 0.395 0.336 2.820  0.170
H: -0.136 3.357 1.909  0.163
H: 0.796 -2.091 -0.971  0.040
H: 1.713 -2.772 -2.213  0.091
C: -3.059 -0.083 -0.172  -0.202
C: -3.458 -1.045 0.890  -0.139
H: -2.080 0.413 -0.281  0.039
H: -2.966 -0.475 -1.245  0.082
H: -3.859 0.564 -0.565  0.067
H: -4.593 -0.990 0.823  0.109
H: -3.314 -0.674 1.834  0.039
H: -3.238 -1.975 0.659  0.014

Charge: +1
Gap between HOMO and LUMO (spin up / spin down) (eV): 9.8 / 6.1
M (Da): 152.24
2S+1: 2
HOMO (spin up / spin down) (eV): -13.732 / -13.732


ORCA calculation (wB97M-V/def2-TZVPD) on C32H38N2O6PS4Ti as an isolated structure.

Last column: Löwdin charge in e.
CARTESIAN COORDINATES (ANGSTROEM)
Ti: 0.304 -0.082 -0.347  0.716
C: -1.768 -1.306 1.863  -0.128
C: -1.067 -0.467 2.955  -0.151
O: -0.259 0.464 2.275  -0.201
C: 0.348 1.446 3.076  -0.152
C: 1.308 2.199 2.146  -0.122
O: 0.821 2.212 0.813  -0.163
C: -0.231 3.128 0.587  -0.152
C: -0.749 2.866 -0.816  -0.122
O: -1.051 1.485 -1.002  -0.280
C: -2.415 1.071 -0.878  -0.166
C: -2.648 0.362 0.443  -0.147
O: -1.678 -0.675 0.592  -0.237
H: -2.817 -1.468 2.120  0.134
H: -1.289 -2.275 1.751  0.109
H: -0.457 -1.114 3.594  0.120
H: -1.796 0.056 3.586  0.131
H: 0.910 1.003 3.905  0.141
H: -0.416 2.110 3.503  0.128
H: 2.260 1.673 2.098  0.125
H: 1.478 3.216 2.509  0.137
H: 0.145 4.155 0.651  0.144
H: -1.032 2.999 1.326  0.130
H: 0.037 3.113 -1.531  0.127
H: -1.626 3.485 -1.015  0.137
H: -2.605 0.374 -1.692  0.083
H: -3.093 1.922 -0.967  0.139
H: -2.569 1.070 1.276  0.133
H: -3.651 -0.078 0.441  0.145
C: 0.612 -4.962 -5.410  -0.077
C: 1.464 -3.935 -4.691  -0.307
O: 0.628 -2.923 -4.113  -0.363
P: 0.573 -2.651 -2.532  -0.077
S: -0.564 -0.990 -2.474  0.469
S: 2.337 -2.843 -1.704  0.379
O: -0.416 -3.860 -2.077  -0.344
C: -0.382 -4.409 -0.761  -0.331
C: 0.070 -5.855 -0.817  -0.071
H: 1.259 -5.727 -5.842  0.074
H: 0.038 -4.492 -6.210  0.075
H: -0.080 -5.435 -4.713  0.071
H: 2.131 -3.430 -5.392  0.117
H: 2.069 -4.406 -3.917  0.067
H: -1.393 -4.332 -0.350  0.115
H: 0.302 -3.827 -0.137  0.057
H: -0.552 -6.408 -1.521  0.076
H: -0.003 -6.317 0.169  0.074
H: 1.107 -5.899 -1.150  0.070
S: 0.882 -4.088 3.903  1.017
C: 1.549 -5.216 5.017  -0.424
C: 2.890 -5.052 5.139  -0.193
C: 3.395 -4.002 4.329  -0.124
C: 2.439 -3.370 3.585  -0.461
C: 2.596 -2.286 2.623  -0.231
C: 1.571 -1.996 1.740  -0.147
N: 1.617 -1.033 0.789  -0.073
C: 2.816 -0.362 0.653  -0.209
C: 3.914 -0.571 1.515  -0.161
C: 5.088 0.192 1.279  -0.036
C: 5.193 1.057 0.221  -0.042
C: 4.126 1.237 -0.685  -0.147
C: 4.146 2.101 -1.802  0.011
C: 3.038 2.204 -2.628  -0.211
C: 1.905 1.422 -2.327  -0.091
N: 1.835 0.636 -1.248  -0.067
C: 2.933 0.522 -0.438  -0.175
C: 3.000 3.124 -3.761  -0.470
C: 1.949 3.437 -4.582  -0.129
C: 2.265 4.406 -5.568  -0.195
C: 3.554 4.827 -5.493  -0.423
S: 4.399 4.046 -4.221  1.045
C: 3.784 -1.534 2.541  0.011
H: 0.903 -5.931 5.500  0.059
H: 3.505 -5.666 5.781  0.101
H: 4.441 -3.734 4.291  0.107
H: 0.677 -2.602 1.781  0.056
H: 5.928 0.053 1.950  0.107
H: 6.110 1.610 0.052  0.108
H: 5.032 2.688 -2.012  0.092
H: 1.044 1.406 -2.982  0.090
H: 0.972 2.984 -4.492  0.105
H: 1.561 4.768 -6.303  0.100
H: 4.067 5.549 -6.107  0.061
H: 4.604 -1.710 3.224  0.103

Gap between HOMO and LUMO (spin up / spin down) (eV): 4.3 / 7.2
M (Da): 753.77
2S+1: 4
HOMO (spin up / spin down) (eV): -4.452 / -7.302


ORCA calculation (wB97M-V/def2-TZVPD) on C28H42BrN3P2Ti as an isolated structure.

Last column: Löwdin charge in e.
CARTESIAN COORDINATES (ANGSTROEM)
C: -1.853 -4.923 -3.269  0.055
C: -0.885 -3.852 -3.555  -0.153
C: -0.475 -3.881 -4.931  0.043
C: -0.794 -4.945 -5.800  -0.044
N: -1.617 -5.966 -5.463  0.157
C: -2.118 -5.947 -4.200  -0.054
C: -0.315 -2.855 -2.694  0.216
C: 0.162 -2.140 -1.678  -0.132
C: 0.815 -2.865 -0.539  -0.287
C: 0.042 -2.838 0.666  -0.148
C: 0.605 -3.168 1.925  -0.096
C: 1.912 -3.695 2.036  -0.667
C: 2.630 -3.837 0.804  0.001
C: 2.133 -3.379 -0.449  0.013
Ti: -0.319 -0.626 -0.133  1.033
P: -1.777 1.965 0.768  1.015
H: 0.136 -3.076 -5.330  0.131
H: -2.403 -4.982 -2.332  0.121
H: -0.373 -5.001 -6.827  0.151
H: -2.766 -6.823 -3.978  0.151
H: 2.776 -3.487 -1.349  0.158
H: -1.082 -2.793 0.591  0.145
H: 3.578 -4.382 0.809  0.141
H: -0.069 -3.116 2.779  0.113
C: -1.319 3.278 2.053  -0.362
C: -1.217 4.772 1.726  -0.095
H: -0.382 2.917 2.503  0.057
H: -2.079 3.158 2.844  0.092
H: -0.934 5.334 2.629  0.109
H: -0.460 4.990 0.966  0.074
H: -2.179 5.182 1.397  0.084
C: -1.936 2.800 -0.882  -0.389
C: -2.388 1.821 -1.976  -0.119
H: -0.970 3.275 -1.134  0.068
H: -2.692 3.597 -0.766  0.087
H: -2.127 2.252 -2.947  0.101
H: -1.930 0.819 -1.906  0.025
H: -3.479 1.711 -1.948  0.096
C: -3.573 1.959 1.179  -0.393
C: -4.408 3.244 1.147  -0.083
H: -3.648 1.512 2.173  0.080
H: -4.001 1.225 0.490  0.078
H: -5.475 3.011 1.218  0.109
H: -4.186 3.918 1.977  0.088
H: -4.285 3.810 0.224  0.074
Br: 2.603 -3.984 3.723  0.949
P: 1.550 0.760 0.256  0.978
C: 1.575 2.636 -0.042  -0.327
C: 2.822 3.515 -0.277  -0.084
H: 1.057 3.036 0.838  0.055
H: 0.865 2.814 -0.860  0.060
H: 2.544 4.508 -0.638  0.112
H: 3.439 3.691 0.602  0.087
H: 3.513 3.140 -1.023  0.061
C: 2.930 0.823 1.581  -0.308
C: 4.380 1.041 1.205  -0.100
H: 2.881 -0.125 2.116  0.073
H: 2.636 1.633 2.257  0.099
H: 5.034 0.973 2.073  0.117
H: 4.770 0.291 0.525  0.084
H: 4.554 2.030 0.787  0.070
C: 2.395 -0.104 -1.084  -0.380
C: 3.402 0.837 -1.774  -0.084
H: 1.661 -0.505 -1.809  0.055
H: 2.910 -1.012 -0.705  0.097
H: 3.874 0.409 -2.664  0.117
H: 2.923 1.768 -2.061  0.070
H: 4.204 1.068 -1.083  0.054
N: -0.259 -0.413 3.182  0.050
C: -1.095 -0.806 4.197  0.022
C: -2.290 -1.165 3.612  0.012
C: -2.144 -0.937 2.248  -0.146
N: -0.873 -0.525 1.966  -0.212
H: 0.694 -0.106 3.281  0.152
H: -0.758 -0.815 5.215  0.153
H: -3.192 -1.502 4.098  0.141
H: -2.882 -0.948 1.444  0.130

Charge: +4
Gap between HOMO and LUMO (spin up / spin down) (eV): 5.2 / 5.3
M (Da): 610.38
HOMO (spin up / spin down) (eV): -19.847 / -19.847


ORCA calculation (wB97M-V/def2-TZVPD) on C13H22ClI2NOPTi as an isolated structure.

Last column: Löwdin charge in e.
CARTESIAN COORDINATES (ANGSTROEM)
I: -0.560 -2.530 -0.040  0.752
I: -0.531 2.570 0.011  0.675
Ti: 0.380 0.024 0.245  -0.143
P: 0.156 0.000 -2.357  0.675
C: -1.443 -0.017 -3.190  -0.235
C: 1.006 1.419 -3.115  -0.262
H: 2.014 -1.538 -2.617  0.045
H: 1.195 -1.172 -4.176  0.075
H: 0.451 -2.322 -2.998  0.032
C: 1.042 -1.404 -3.110  -0.262
H: 1.985 1.564 -2.641  0.042
H: 1.140 1.200 -4.185  0.076
H: -1.267 -0.013 -4.279  0.085
H: -2.020 0.874 -2.909  0.062
H: 0.405 2.328 -2.983  0.032
H: -2.008 -0.916 -2.911  0.059
C: -1.846 -0.081 -0.020  -0.538
O: -3.010 -0.083 -0.105  0.072
Cl: 2.607 0.098 -0.218  0.173
C: -3.143 -0.709 4.444  0.021
N: -3.130 0.054 3.163  -0.179
C: -4.476 0.688 2.943  0.025
C: -2.014 1.092 3.069  -0.107
C: -0.680 0.480 3.363  -0.249
C: -0.255 0.463 4.706  -0.024
C: 0.917 -0.196 5.087  -0.016
C: 1.713 -0.827 4.122  -0.014
C: 1.322 -0.758 2.775  -0.147
C: 0.175 -0.068 2.398  -0.212
H: -3.198 0.006 5.272  0.122
H: -2.246 -1.328 4.516  0.111
H: -4.041 -1.345 4.443  0.119
H: -2.969 -0.615 2.396  0.157
H: -4.619 1.452 3.716  0.121
H: -4.504 1.138 1.945  0.107
H: -5.249 -0.094 3.035  0.120
H: -2.077 1.529 2.065  0.027
H: -2.275 1.874 3.791  0.151
H: -0.865 0.954 5.469  0.131
H: 1.203 -0.222 6.140  0.130
H: 2.620 -1.341 4.414  0.128
H: 1.940 -1.266 2.030  0.062

Charge: +2
Gap between HOMO and LUMO (spin up / spin down) (eV): 7.9 / 4.6
M (Da): 576.43
2S+1: 2
HOMO (spin up / spin down) (eV): -15.653 / -15.215


ORCA calculation (wB97M-V/def2-TZVPD) on C6H7NO as an isolated structure.

Last column: Löwdin charge in e.
CARTESIAN COORDINATES (ANGSTROEM)
C: 0.799 -1.316 0.038  -0.037
C: -1.233 -1.314 -0.122  0.078
C: -1.232 1.349 0.128  0.145
C: 0.809 1.354 0.133  -0.001
C: -0.169 0.603 -0.459  -0.520
C: -0.245 -0.571 0.540  -0.522
H: 2.387 -0.037 -0.751  0.089
H: 1.238 -2.231 0.556  0.138
H: -1.372 -1.943 -0.988  0.114
H: -1.306 1.889 1.091  0.140
H: 1.287 2.235 -0.401  0.127
H: -0.344 0.355 -1.520  0.172
H: -0.280 -0.348 1.637  0.178
N: 1.788 -0.031 0.095  0.052
O: -2.127 0.007 0.023  -0.152

Gap between HOMO and LUMO (eV): 5.7
M (Da): 109.13
HOMO (eV): -7.187


ORCA calculation (wB97M-V/def2-TZVPD) on a single C5H4N2O3S molecule.

Last column: Löwdin charge in e.
CARTESIAN COORDINATES (ANGSTROEM)
O: -4.297 1.726 -0.040  -0.227
S: -3.116 1.140 0.483  0.629
O: -2.107 2.022 1.049  -0.265
N: -2.477 0.064 -0.546  -0.059
C: -1.391 -0.302 -1.119  -0.161
C: -0.035 -0.121 -0.781  -0.073
C: 0.580 0.137 0.415  -0.035
C: -0.016 0.182 1.741  -0.054
C: -1.257 -0.202 1.951  -0.108
N: -2.412 -0.555 2.147  0.068
O: -3.550 0.048 1.669  -0.174
H: -1.471 -0.812 -2.130  0.138
H: 0.694 -0.036 -1.592  0.111
H: 1.504 0.461 0.281  0.059
H: 0.462 0.547 2.709  0.151

Gap between HOMO and LUMO (spin up / spin down) (eV): 7.7 / 7.7
SMILES: O=S1(=O)/N=C\C=C/C=C=NO1
M (Da): 172.17
HOMO (spin up / spin down) (eV): -9.252 / -9.252